Record 1
Formula: H26O17SSr
Source: OMol25
Level of theory: ωB97M-V with the def2-TZVPD basis set

```
45
H26O17SSr | OMol25 | ωB97M-V with the def2-TZVPD basis set
O -3.05 0.71 -0.11
H -0.87 -2.74 3.02
O -0.41 2.94 -1.82
H -3.51 -0.87 2.29
H 2.66 1.68 -2.19
O 1.22 -0.62 -0.24
O -1.09 3.38 1.24
H -0.23 -1.14 -2.53
H -2.60 -0.27 -3.78
O 4.31 -1.15 -0.39
H -2.38 0.27 -0.63
O 2.53 -0.19 2.40
H 2.00 0.68 -1.18
O -1.74 0.72 3.08
O 1.97 2.35 0.89
O -2.30 0.50 -3.28
H 0.39 3.39 -1.95
H 3.26 -0.79 2.28
H -1.33 1.57 3.00
O -0.05 1.37 0.03
H -1.78 0.19 -2.49
H -0.78 -2.89 -1.31
H -0.78 4.01 0.60
O -3.29 -1.47 1.60
H 2.26 0.08 1.53
H -0.82 2.54 0.78
S -0.14 -0.06 -0.09
H 1.80 2.35 1.82
H -0.73 -3.73 -0.16
O -0.23 -2.60 2.35
H -3.53 0.09 0.47
H -0.16 -2.38 -3.43
H 4.16 -0.39 0.20
O 2.56 0.76 -1.95
H 1.15 1.95 0.50
H -2.31 -1.25 1.43
H -0.30 2.40 -1.05
O -0.15 -3.25 -0.69
O -0.92 -0.33 -1.25
O -0.85 -0.57 1.05
H -0.47 -1.73 1.94
H 5.20 -1.42 -0.28
O 0.34 -1.66 -3.05
Sr 2.33 -2.65 -0.98
H -1.37 0.23 2.36
```

Calculated values
LUMO energy, eV: -2.705
Gap between HOMO and LUMO, eV: 6.39
Electronic energy, eV: -46901.7941
2S+1: 1


Record 2
Formula: H28NO12
Source: OMol25
Level of theory: ωB97M-V with the def2-TZVPD basis set

```
41
H28NO12 | OMol25 | ωB97M-V with the def2-TZVPD basis set
O -0.29 0.42 3.07
O -1.42 -2.82 -0.79
O -0.78 3.86 -2.14
H -0.37 3.05 -2.40
H -0.77 -0.15 3.41
H -0.86 3.68 -1.22
H 4.39 0.37 -0.27
H 0.22 0.95 -0.73
H -3.15 0.25 -0.34
O -3.21 -1.34 0.08
H 1.71 -3.49 0.41
H -2.38 -1.47 2.96
H -1.08 3.62 1.12
H -2.46 -1.75 -0.43
H -0.02 0.84 3.79
O 2.75 -1.50 -2.08
O 0.44 2.00 -3.64
H 1.41 -2.12 0.95
H -0.56 0.20 0.58
H 3.74 1.52 -1.01
H -4.08 -1.47 -0.34
N 0.23 0.14 0.04
H 0.14 0.99 -3.70
H 0.25 -0.74 -0.38
H -0.49 -2.89 -0.54
H -1.60 -3.70 -1.19
H -2.95 -1.02 1.62
H 0.59 3.34 0.52
O -2.75 -0.70 2.53
H 2.56 -2.16 -1.34
O -2.69 0.92 -0.78
H 1.09 0.20 0.59
H -3.04 1.72 -0.48
O 3.53 0.61 -0.59
O -0.43 3.20 0.45
O 1.98 -1.47 2.42
H 2.78 -0.97 2.72
H 3.16 -0.68 -1.78
H 1.59 -0.86 2.88
O 1.40 -2.58 0.12
H 1.44 2.00 -4.11
```

Calculated values
LUMO energy, eV: -3.298
Net charge: +1
Gap between HOMO and LUMO, eV: 9.31
Electronic energy, eV: -26505.8034
2S+1: 1


Record 3
Formula: H28O14
Source: OMol25
Level of theory: ωB97M-V with the def2-TZVPD basis set

```
42
H28O14 | OMol25 | ωB97M-V with the def2-TZVPD basis set
H -4.38 -0.20 -1.43
H -3.85 1.26 0.02
O -3.75 -2.75 1.07
H -0.64 0.21 -1.63
H 3.55 -2.95 -0.27
H -1.44 3.85 -0.92
O -1.69 -1.87 -0.21
H 1.51 3.44 0.10
O -5.20 -0.20 -0.93
H 0.59 -2.15 -0.39
O -2.10 3.59 -0.27
H 4.67 -3.90 -0.67
O 1.85 2.62 0.49
H -2.01 4.25 0.43
H 1.59 2.69 1.42
O 4.02 -3.29 -1.04
O 1.08 -2.19 0.44
O -3.17 1.89 0.27
O 1.19 0.54 2.79
H 4.19 0.03 0.61
H 0.33 -0.44 -0.65
O 3.96 0.56 1.38
O -0.61 -0.29 -0.80
H 0.87 -0.37 2.83
O 3.48 1.74 -1.50
O -1.17 -0.32 1.41
H -1.25 -2.13 0.60
H 4.66 1.22 1.42
H -5.22 -1.06 -0.50
H -0.61 -0.73 2.08
H 1.22 0.82 3.71
H -1.77 -2.69 -0.72
H 1.42 -1.29 0.55
H 0.58 0.88 -3.49
H -3.47 -3.09 0.21
H 4.05 0.97 -1.62
H 3.11 1.62 -0.62
H 0.17 -0.52 -3.07
H -2.40 1.63 -0.24
H -0.54 0.16 0.84
O 0.62 0.27 -2.74
H -3.42 -1.84 1.07
```

Calculated values
LUMO energy, eV: -0.155
Gap between HOMO and LUMO, eV: 9.20
Electronic energy, eV: -29115.0393
2S+1: 1


Record 4
Formula: H28O14
Source: OMol25
Level of theory: ωB97M-V with the def2-TZVPD basis set

```
42
H28O14 | OMol25 | ωB97M-V with the def2-TZVPD basis set
O 1.94 1.55 2.67
O -0.16 -1.32 2.65
H -0.46 -3.65 -1.06
O -0.28 2.33 0.98
O -0.39 -2.82 -1.51
H 1.18 1.78 2.16
O -2.48 0.93 -0.07
H -1.75 0.03 -1.86
H 0.83 -1.04 -3.11
O -0.07 -0.23 0.13
H -1.92 -1.93 -0.92
H -2.35 2.57 -0.39
H 1.06 2.26 -2.72
H 0.02 3.21 1.12
H 0.10 -0.64 0.98
O 1.33 -0.56 -2.47
H -0.22 -2.24 2.77
H -2.00 3.96 0.21
H -3.27 -1.41 -1.43
H 1.83 -1.65 2.92
O 1.96 -2.61 0.01
H -3.42 1.08 0.18
H -0.26 0.70 0.22
H -0.77 2.12 1.81
O -2.80 -1.72 -0.62
H 3.06 -2.51 2.92
H 1.74 0.45 -0.20
H 3.15 0.17 -0.37
H -0.29 -0.95 3.58
O 2.59 0.84 -0.09
H 2.28 -3.19 0.71
O 2.76 -1.62 2.71
H 0.19 -2.20 -1.05
O -2.44 3.54 -0.50
H -0.47 2.17 -2.56
O -1.74 0.44 -2.73
H 0.89 0.29 -2.44
H 2.44 0.84 2.29
H -2.49 1.03 -2.68
H 2.70 -2.03 -0.04
O 0.35 2.04 -2.09
H -2.36 -0.02 -0.11
```

Calculated values
LUMO energy, eV: -0.295
Gap between HOMO and LUMO, eV: 10.09
Electronic energy, eV: -29119.6782
2S+1: 1


Record 5
Formula: H28O14
Source: OMol25
Level of theory: ωB97M-V with the def2-TZVPD basis set

```
42
H28O14 | OMol25 | ωB97M-V with the def2-TZVPD basis set
H 0.67 2.27 -3.29
H -0.44 1.29 -3.13
H -2.98 -3.52 1.74
H 3.05 -0.24 -1.53
O -0.17 1.99 -3.73
O -1.34 3.99 1.41
O 0.79 2.89 0.36
O 3.46 -0.66 -2.29
H -2.51 0.39 -1.91
H -1.78 -1.04 4.57
H -2.66 2.76 -1.26
H 1.23 -1.73 0.51
H -0.78 0.66 1.45
H -2.47 -1.20 3.29
O -2.33 -1.69 4.11
H -0.05 1.67 -1.14
H 1.45 3.09 1.04
H 0.96 0.62 -0.81
O 3.39 2.23 0.87
H 3.17 2.40 -0.05
O 0.05 0.72 -1.26
O 1.49 -1.19 -0.22
O -2.62 -3.43 0.87
H -2.48 -4.30 0.47
O -3.12 2.66 -2.11
O -2.18 -0.46 -2.01
H 3.55 1.27 0.87
H 1.06 -1.76 -0.86
H -2.37 3.09 -2.55
H 0.05 -4.34 -1.78
O 0.97 -3.99 -1.67
O 1.90 -2.78 2.35
O -1.00 0.35 2.32
H 0.11 3.56 0.49
H 1.94 -3.48 1.71
H 2.20 -3.18 3.23
H 4.08 -1.14 -1.69
H -2.29 3.86 1.56
H -1.15 3.07 1.78
H -1.43 -0.83 -1.56
H 0.93 -3.53 -2.55
H -0.35 -0.34 2.40
```

Calculated values
LUMO energy, eV: -0.208
Gap between HOMO and LUMO, eV: 10.43
Electronic energy, eV: -29118.3922
2S+1: 1


Record 6
Formula: H28O14
Source: OMol25
Level of theory: ωB97M-V with the def2-TZVPD basis set

```
42
H28O14 | OMol25 | ωB97M-V with the def2-TZVPD basis set
O 28.64 1.65 11.30
O 29.64 0.29 8.48
H 29.49 4.25 10.14
O 30.33 3.01 6.91
H 28.23 2.24 11.92
H 27.79 0.40 10.52
H 25.58 4.97 10.22
H 29.92 -0.57 8.20
O 25.87 1.88 10.42
H 31.61 5.81 7.28
H 29.88 5.53 12.13
O 27.70 6.58 8.71
H 28.44 5.63 11.66
O 27.56 3.90 7.49
O 31.28 2.87 11.93
H 30.07 2.88 7.81
H 30.44 0.72 8.84
O 26.41 4.49 10.13
H 26.99 5.17 9.70
H 28.08 -0.86 9.64
H 29.29 1.09 11.78
H 29.93 7.11 10.49
O 29.41 3.54 9.54
H 27.53 3.00 7.20
H 29.84 8.50 9.93
O 27.42 -0.42 10.13
H 26.32 2.70 10.20
O 31.88 1.22 9.59
H 31.17 2.02 12.31
H 29.03 2.74 9.94
H 30.95 3.78 6.95
H 27.52 7.31 9.30
H 32.69 0.89 9.23
H 31.95 2.15 9.54
O 30.86 5.52 7.82
O 30.30 7.69 9.79
H 28.29 3.96 8.12
O 29.32 5.55 11.33
H 25.85 2.04 11.37
H 30.40 3.19 11.71
H 28.62 6.56 8.59
H 31.28 4.98 8.45
```

Calculated values
LUMO energy, eV: -0.675
Gap between HOMO and LUMO, eV: 8.75
Electronic energy, eV: -29118.8431
2S+1: 1


Look up the electronic energy of the third one. -29115.0393 eV


Please write out number 1 again, unchanged.
Formula: H26O17SSr
Source: OMol25
Level of theory: ωB97M-V with the def2-TZVPD basis set

```
45
H26O17SSr | OMol25 | ωB97M-V with the def2-TZVPD basis set
O -3.05 0.71 -0.11
H -0.87 -2.74 3.02
O -0.41 2.94 -1.82
H -3.51 -0.87 2.29
H 2.66 1.68 -2.19
O 1.22 -0.62 -0.24
O -1.09 3.38 1.24
H -0.23 -1.14 -2.53
H -2.60 -0.27 -3.78
O 4.31 -1.15 -0.39
H -2.38 0.27 -0.63
O 2.53 -0.19 2.40
H 2.00 0.68 -1.18
O -1.74 0.72 3.08
O 1.97 2.35 0.89
O -2.30 0.50 -3.28
H 0.39 3.39 -1.95
H 3.26 -0.79 2.28
H -1.33 1.57 3.00
O -0.05 1.37 0.03
H -1.78 0.19 -2.49
H -0.78 -2.89 -1.31
H -0.78 4.01 0.60
O -3.29 -1.47 1.60
H 2.26 0.08 1.53
H -0.82 2.54 0.78
S -0.14 -0.06 -0.09
H 1.80 2.35 1.82
H -0.73 -3.73 -0.16
O -0.23 -2.60 2.35
H -3.53 0.09 0.47
H -0.16 -2.38 -3.43
H 4.16 -0.39 0.20
O 2.56 0.76 -1.95
H 1.15 1.95 0.50
H -2.31 -1.25 1.43
H -0.30 2.40 -1.05
O -0.15 -3.25 -0.69
O -0.92 -0.33 -1.25
O -0.85 -0.57 1.05
H -0.47 -1.73 1.94
H 5.20 -1.42 -0.28
O 0.34 -1.66 -3.05
Sr 2.33 -2.65 -0.98
H -1.37 0.23 2.36
```

Calculated values
LUMO energy, eV: -2.705
Gap between HOMO and LUMO, eV: 6.39
Electronic energy, eV: -46901.7941
2S+1: 1


Look up the LUMO energy of the sixth one. -0.675 eV